--- a ---
Below is C22H21ClCoN5S2Si as an isolated structure, with properties calculated with ωB97M-V/def2-TZVPD.

Results
Spin multiplicity   4
LUMO energy (spin up / spin down)   2.06 / 1.97 eV
Expectation value of S²   3.76
Total charge   -1

Each line ends with the Löwdin charge.
Element x y z (Å)
Co1 0.811 -1.209 -0.607  0.3090
S1 -1.052 -2.088 -1.842  0.5661
C1 -1.998 -2.277 -0.380  -0.6913
C2 -3.381 -2.106 -0.432  -0.0853
C3 -4.187 -2.211 0.695  -0.2154
C4 -5.608 -2.010 0.573  -0.1917
N1 -6.740 -1.839 0.458  0.1381
C5 -3.593 -2.503 1.928  -0.2101
C6 -2.220 -2.689 1.995  -0.0784
C7 -1.395 -2.593 0.871  -0.6960
S2 0.325 -2.851 1.046  0.5724
C8 -4.381 -2.605 3.131  -0.1889
N2 -4.994 -2.687 4.101  0.1392
H1 -3.841 -1.878 -1.385  0.1076
H2 -1.766 -2.908 2.953  0.1059
C9 4.096 -1.509 1.530  -0.0383
C10 3.079 -0.450 1.857  -0.3576
C11 3.158 0.311 3.010  -0.0692
C12 2.157 1.260 3.233  -0.0882
C13 1.130 1.428 2.337  -0.0329
C14 1.104 0.628 1.167  -0.4458
N3 2.101 -0.278 0.969  0.0293
N4 0.194 0.603 0.182  -0.0864
Si1 -0.977 1.818 -0.145  0.3554
C15 -2.409 1.788 1.053  -0.1632
C16 -0.188 3.525 -0.084  -0.1811
C17 -1.635 1.562 -1.866  -0.1808
H3 5.010 -1.064 1.130  0.0744
H4 3.691 -2.195 0.786  0.0665
H5 4.366 -2.079 2.420  0.0759
H6 3.959 0.153 3.719  0.0957
H7 2.179 1.860 4.137  0.0991
H8 0.336 2.138 2.524  0.0844
H9 -2.075 1.815 2.094  0.0217
H10 -2.995 0.874 0.922  0.0224
H11 -3.070 2.644 0.888  0.0272
H12 -0.003 3.865 0.938  0.0142
H13 -0.835 4.262 -0.569  0.0229
H14 0.771 3.516 -0.611  0.0219
H15 -2.029 0.550 -1.984  -0.0155
H16 -0.837 1.685 -2.607  0.0223
H17 -2.425 2.283 -2.094  0.0286
Cl1 1.097 -0.259 -6.043  0.6785
C18 1.823 0.010 -4.493  -0.6429
C19 2.631 1.107 -4.270  -0.0866
C20 3.191 1.262 -3.014  -0.0442
C21 2.903 0.329 -2.033  -0.1128
N5 2.104 -0.720 -2.250  0.0068
C22 1.574 -0.881 -3.463  -0.1716
H18 2.805 1.824 -5.061  0.1093
H19 3.827 2.105 -2.785  0.1080
H20 3.286 0.422 -1.025  0.1027
H21 0.928 -1.738 -3.607  0.0688

--- b ---
Below is C22H21ClCoN5S2Si as an isolated structure, with properties calculated with ωB97M-V/def2-TZVPD.

Results
Spin multiplicity   4
LUMO energy (spin up / spin down)   2.36 / 2.34 eV
Expectation value of S²   3.76
Total charge   -1

Each line ends with the Löwdin charge.
Element x y z (Å)
Co1 0.484 0.234 -0.775  0.5462
S1 2.372 -0.616 -1.685  0.5589
C1 2.772 -1.863 -0.481  -0.6683
C2 3.665 -1.512 0.526  -0.0926
C3 4.079 -2.403 1.514  -0.2170
C4 5.038 -1.984 2.504  -0.1996
N1 5.818 -1.643 3.282  0.1300
C5 3.553 -3.701 1.500  -0.2118
C6 2.684 -4.079 0.496  -0.0859
C7 2.280 -3.211 -0.554  -0.7758
S2 1.255 -3.816 -1.800  0.5033
C8 3.915 -4.657 2.526  -0.1840
N2 4.185 -5.424 3.339  0.1399
H1 4.059 -0.503 0.540  0.0995
H2 2.300 -5.088 0.489  0.0996
C9 3.195 2.917 -1.185  -0.0471
C10 1.739 3.258 -1.055  -0.3261
C11 1.258 4.525 -1.328  -0.0621
C12 -0.114 4.761 -1.207  -0.0797
C13 -0.963 3.767 -0.784  -0.0398
C14 -0.417 2.501 -0.458  -0.4392
N3 0.918 2.281 -0.639  0.0458
N4 -1.058 1.401 0.010  -0.1082
Si1 -2.571 1.404 0.820  0.3544
C15 -4.045 1.609 -0.317  -0.1779
C16 -2.603 2.760 2.111  -0.1786
C17 -2.766 -0.242 1.681  -0.1672
H3 3.804 3.821 -1.153  0.0730
H4 3.382 2.393 -2.125  0.0720
H5 3.495 2.240 -0.388  0.0680
H6 1.936 5.307 -1.642  0.0991
H7 -0.514 5.738 -1.452  0.1024
H8 -2.032 3.925 -0.707  0.0868
H9 -4.094 2.604 -0.771  0.0174
H10 -4.981 1.440 0.227  0.0288
H11 -3.990 0.873 -1.127  0.0143
H12 -2.736 3.754 1.671  0.0183
H13 -1.650 2.764 2.651  0.0349
H14 -3.406 2.603 2.839  0.0258
H15 -3.204 -0.993 1.013  0.0188
H16 -3.423 -0.148 2.553  0.0294
H17 -1.798 -0.621 2.025  0.0323
Cl1 -1.980 -4.555 0.834  0.6853
C18 -1.918 -3.254 -0.302  -0.6717
C19 -2.943 -3.050 -1.196  -0.0920
C20 -2.828 -1.995 -2.084  -0.0580
C21 -1.698 -1.203 -2.037  -0.1336
N5 -0.708 -1.407 -1.169  -0.0483
C22 -0.811 -2.421 -0.321  -0.2485
H18 -3.800 -3.711 -1.208  0.1107
H19 -3.603 -1.796 -2.810  0.1052
H20 -1.556 -0.389 -2.738  0.1173
H21 0.024 -2.594 0.350  0.0957

Stability verdict: a, ahead by 0.0572 hartree